[1]
{
  "formula": "C28H33FN4O5",
  "method": "wB97M-V/def2-TZVPD",
  "homo_lumo_gap_ev": 9.027,
  "smiles": "COc1ccc([C@H](C(=O)NC(C)(C)C)N(Cc2ccc(F)cc2)C(=O)CCC(=O)Nc2cc(C)on2)cc1",
  "elements": ["C", "O", "C", "C", "C", "C", "C", "C", "O", "N", "C", "C", "C", "C", "N", "C", "C", "C", "C", "C", "F", "C", "C", "C", "O", "C", "C", "C", "O", "N", "C", "C", "C", "C", "O", "N", "C", "C", "H", "H", "H", "H", "H", "H", "H", "H", "H", "H", "H", "H", "H", "H", "H", "H", "H", "H", "H", "H", "H", "H", "H", "H", "H", "H", "H", "H", "H", "H", "H", "H", "H"],
  "positions_angstrom": [[-6.353, -1.477, -0.931], [-5.310, -1.761, -0.029], [-4.046, -1.390, -0.356], [-3.665, -0.830, -1.571], [-2.346, -0.467, -1.779], [-1.387, -0.643, -0.792], [0.014, -0.110, -1.001], [1.029, -0.953, -0.212], [1.652, -0.549, 0.748], [1.097, -2.201, -0.708], [1.834, -3.327, -0.128], [1.289, -3.613, 1.275], [3.322, -2.987, -0.061], [1.604, -4.530, -1.041], [0.053, 1.313, -0.675], [-0.307, 1.678, 0.678], [-1.796, 1.820, 0.896], [-2.329, 1.555, 2.152], [-3.689, 1.647, 2.384], [-4.517, 2.008, 1.338], [-5.849, 2.082, 1.544], [-4.016, 2.293, 0.082], [-2.653, 2.200, -0.129], [0.276, 2.174, -1.694], [0.568, 1.781, -2.814], [0.199, 3.671, -1.424], [1.622, 4.256, -1.411], [2.443, 3.509, -0.374], [2.481, 3.831, 0.793], [3.083, 2.422, -0.887], [3.814, 1.501, -0.168], [4.043, 1.433, 1.229], [4.822, 0.322, 1.366], [5.401, -0.354, 2.552], [5.048, -0.217, 0.156], [4.418, 0.517, -0.794], [-1.770, -1.228, 0.411], [-3.077, -1.602, 0.626], [-7.265, -1.810, -0.440], [-6.423, -0.405, -1.135], [-6.230, -2.022, -1.873], [-4.383, -0.666, -2.358], [-2.061, -0.022, -2.721], [0.281, -0.162, -2.064], [0.506, -2.420, -1.495], [1.428, -2.739, 1.906], [1.819, -4.451, 1.719], [0.229, -3.851, 1.230], [3.474, -2.139, 0.597], [3.699, -2.726, -1.046], [3.884, -3.835, 0.320], [2.128, -5.398, -0.651], [0.543, -4.769, -1.102], [1.978, -4.324, -2.041], [0.085, 0.899, 1.335], [0.208, 2.599, 0.965], [-1.671, 1.266, 2.957], [-4.110, 1.434, 3.353], [-4.686, 2.579, -0.713], [-2.262, 2.407, -1.114], [-0.316, 3.912, -0.498], [-0.350, 4.116, -2.256], [2.067, 4.155, -2.401], [1.578, 5.310, -1.136], [2.983, 2.198, -1.868], [3.671, 2.099, 1.976], [6.206, -1.014, 2.240], [5.778, 0.381, 3.258], [4.634, -0.947, 3.050], [-1.040, -1.383, 1.192], [-3.383, -2.048, 1.559]],
  "forces_ev_per_a": [[-0.2, 0.0, -0.1], [0.2, -0.1, 0.2], [0.2, 0.0, 0.0], [-0.3, -0.1, 0.0], [0.2, -0.2, 0.1], [0.0, -0.2, -0.2], [0.0, 0.1, -0.2], [-0.3, 0.1, -0.5], [0.2, 0.1, 0.3], [0.1, -0.3, -0.3], [0.2, -0.1, 0.3], [0.1, 0.1, -0.2], [-0.2, 0.0, 0.0], [0.0, 0.2, 0.1], [0.2, -0.4, 0.1], [-0.1, 0.2, 0.4], [-0.1, 0.2, 0.0], [0.0, 0.2, -0.2], [-0.2, 0.1, 0.0], [0.2, 0.0, 0.0], [0.0, 0.0, 0.0], [-0.2, 0.0, 0.2], [0.1, 0.0, 0.3], [-0.2, 0.3, 0.0], [0.1, 0.1, -0.4], [0.1, 0.0, -0.1], [-0.1, 0.0, 0.2], [0.0, 0.3, -0.4], [0.0, 0.0, 0.3], [0.2, -0.3, -0.4], [0.6, -0.7, 0.6], [0.4, -0.4, -0.1], [-0.4, 0.7, -0.1], [-0.1, -0.1, -0.2], [0.3, -0.3, 0.7], [-0.6, 0.7, -0.9], [-0.1, -0.1, -0.2], [-0.2, 0.0, 0.0], [0.0, 0.0, -0.1], [0.0, 0.0, 0.0], [0.0, 0.0, 0.0], [-0.1, 0.0, -0.1], [0.0, 0.1, -0.1], [-0.1, -0.1, 0.3], [0.0, 0.1, 0.0], [0.0, 0.1, 0.1], [0.1, -0.1, 0.1], [-0.1, -0.1, 0.0], [0.1, 0.0, 0.0], [0.1, 0.0, -0.1], [0.1, -0.2, 0.0], [0.0, -0.1, 0.0], [-0.1, -0.1, 0.0], [0.0, 0.0, -0.1], [0.0, 0.2, -0.1], [0.0, -0.1, 0.0], [0.1, -0.1, 0.1], [-0.1, 0.0, 0.1], [-0.1, 0.0, -0.1], [0.0, 0.0, -0.1], [0.0, 0.0, 0.0], [0.0, -0.1, 0.1], [0.0, 0.0, 0.0], [0.1, -0.1, 0.0], [-0.1, 0.1, 0.0], [0.0, 0.1, 0.2], [0.1, 0.0, 0.1], [0.0, 0.0, 0.0], [0.0, -0.1, 0.0], [0.1, 0.0, 0.2], [0.0, 0.0, 0.1]]
}


[2]
{
  "formula": "C28H33FN8O4SSr",
  "method": "wB97M-V/def2-TZVPD",
  "homo_lumo_gap_ev": 7.818,
  "elements": ["Sr", "C", "C", "C", "C", "C", "C", "C", "N", "N", "C", "C", "C", "C", "C", "C", "N", "C", "C", "C", "C", "C", "C", "N", "H", "H", "H", "H", "H", "H", "H", "H", "H", "H", "H", "H", "H", "H", "H", "H", "H", "H", "H", "H", "F", "N", "C", "C", "C", "S", "O", "O", "C", "C", "N", "C", "N", "C", "C", "N", "O", "O", "C", "H", "H", "H", "H", "H", "H", "H", "H", "H", "H", "H", "H", "H"],
  "positions_angstrom": [[-0.235, 0.445, 0.351], [-3.197, -0.074, -1.342], [-2.216, 0.091, -2.511], [-1.358, -1.128, -2.727], [-1.246, -1.723, -3.977], [-0.493, -2.875, -4.113], [0.132, -3.407, -2.996], [-0.005, -2.736, -1.794], [-0.729, -1.625, -1.655], [-2.533, 0.041, -0.034], [-2.890, 1.300, 0.647], [-2.355, 1.590, 2.066], [-3.304, 1.852, 3.049], [-2.887, 2.220, 4.319], [-1.529, 2.317, 4.576], [-0.647, 2.050, 3.543], [-1.040, 1.710, 2.317], [-2.659, -1.192, 0.786], [-1.848, -1.359, 2.089], [-2.556, -1.586, 3.264], [-1.864, -1.855, 4.435], [-0.480, -1.898, 4.404], [0.156, -1.668, 3.195], [-0.502, -1.412, 2.066], [-3.978, 0.685, -1.423], [-3.694, -1.046, -1.396], [-2.788, 0.297, -3.418], [-1.576, 0.962, -2.318], [-1.752, -1.286, -4.828], [-0.395, -3.355, -5.079], [0.730, -4.306, -3.054], [0.495, -3.096, -0.902], [-2.539, 2.129, 0.012], [-3.980, 1.358, 0.749], [-4.357, 1.766, 2.819], [-3.614, 2.427, 5.093], [-1.154, 2.599, 5.550], [0.424, 2.122, 3.693], [-3.711, -1.351, 1.059], [-2.352, -2.018, 0.143], [-3.637, -1.548, 3.261], [-2.402, -2.031, 5.358], [0.101, -2.104, 5.292], [1.237, -1.684, 3.116], [-0.409, 2.175, -0.970], [3.622, 0.595, 0.305], [2.469, 0.513, 0.198], [8.550, 4.307, -0.173], [7.649, 3.101, -0.396], [6.883, 3.205, -2.000], [7.917, 3.184, -3.008], [5.951, 4.309, -1.988], [5.955, 1.698, -2.068], [5.185, 1.628, -3.376], [4.091, 0.651, -3.324], [2.790, 0.937, -3.060], [2.020, -0.152, -3.105], [2.857, -1.180, -3.370], [4.135, -0.719, -3.503], [5.302, -1.486, -3.741], [6.389, -0.926, -3.720], [5.148, -2.677, -3.956], [2.296, 2.313, -2.771], [9.005, 4.249, 0.815], [7.977, 5.232, -0.234], [9.343, 4.340, -0.919], [6.834, 3.047, 0.327], [8.203, 2.162, -0.377], [5.275, 1.691, -1.215], [6.651, 0.865, -1.972], [5.846, 1.367, -4.195], [4.725, 2.590, -3.594], [2.535, -2.201, -3.456], [2.143, 2.869, -3.701], [3.002, 2.866, -2.152], [1.345, 2.256, -2.234]],
  "forces_ev_per_a": [[3.6, 0.1, -1.6], [0.3, 0.0, -0.1], [0.0, 0.0, 0.0], [0.0, 0.0, 0.1], [0.0, 0.0, 0.0], [0.0, 0.0, 0.0], [0.0, 0.0, 0.0], [0.1, 0.1, 0.0], [0.0, 0.1, 0.1], [-0.8, -0.4, 1.0], [-0.3, 0.2, 0.3], [-0.3, 0.1, 0.0], [0.1, 0.0, 0.1], [0.1, 0.0, -0.1], [-0.1, 0.0, 0.0], [0.0, 0.0, -0.1], [-0.8, 0.1, 0.4], [-0.3, 0.1, 0.1], [-0.1, -0.1, 0.1], [0.1, 0.0, 0.0], [0.1, 0.0, 0.0], [-0.1, 0.0, 0.0], [0.0, 0.0, -0.1], [-0.8, -0.3, 0.1], [0.0, 0.0, 0.1], [0.0, 0.0, 0.0], [0.0, 0.0, 0.0], [0.0, 0.0, 0.0], [0.0, 0.0, 0.0], [0.0, 0.0, 0.0], [0.0, 0.0, 0.0], [0.0, 0.0, 0.0], [-0.1, -0.2, 0.0], [0.0, 0.1, -0.1], [0.0, 0.0, 0.0], [0.0, 0.0, 0.0], [0.0, 0.0, 0.0], [0.0, 0.0, 0.0], [0.0, 0.0, 0.0], [-0.1, 0.1, -0.1], [0.0, 0.0, 0.0], [0.0, 0.0, 0.0], [0.0, 0.0, 0.0], [0.0, 0.0, 0.0], [-0.4, 0.4, -0.3], [0.3, 0.1, -0.1], [-0.1, -0.2, 0.3], [0.0, 0.0, 0.0], [0.0, 0.0, 0.0], [0.0, 0.1, 0.1], [-0.1, -0.1, 0.0], [0.0, 0.0, 0.0], [0.0, -0.2, 0.1], [-0.3, -0.1, -0.2], [0.1, 0.1, 0.2], [-0.2, 0.0, 0.0], [0.2, 0.2, 0.0], [0.0, 0.0, -0.1], [0.1, 0.0, 0.0], [0.0, 0.0, -0.1], [0.0, 0.0, 0.0], [0.0, 0.0, 0.0], [0.0, -0.1, 0.0], [0.0, 0.0, 0.0], [0.0, 0.0, 0.0], [0.0, 0.0, 0.0], [0.0, 0.0, 0.0], [0.0, 0.0, 0.0], [-0.1, 0.0, 0.1], [0.0, 0.0, 0.0], [0.0, 0.0, 0.0], [0.0, 0.0, 0.0], [0.0, 0.0, 0.0], [0.0, 0.0, 0.0], [0.0, 0.0, 0.0], [0.1, -0.1, -0.1]]
}


[3]
{
  "formula": "C28H33FN8O4SSr",
  "method": "wB97M-V/def2-TZVPD",
  "homo_lumo_gap_ev": 8.595,
  "elements": ["Sr", "C", "C", "C", "C", "C", "C", "C", "N", "N", "C", "C", "C", "C", "C", "C", "N", "C", "C", "C", "C", "C", "C", "N", "H", "H", "H", "H", "H", "H", "H", "H", "H", "H", "H", "H", "H", "H", "H", "H", "H", "H", "H", "H", "F", "N", "C", "C", "C", "S", "O", "O", "C", "C", "N", "C", "N", "C", "C", "N", "O", "O", "C", "H", "H", "H", "H", "H", "H", "H", "H", "H", "H", "H", "H", "H"],
  "positions_angstrom": [[0.404, -1.225, -1.137], [0.993, -1.389, 1.632], [2.101, -2.241, 0.914], [3.171, -1.411, 0.209], [4.207, -0.837, 0.928], [5.133, -0.062, 0.247], [4.995, 0.111, -1.120], [3.931, -0.503, -1.761], [3.041, -1.252, -1.114], [-0.383, -1.697, 1.222], [-0.884, -3.047, 1.464], [-0.471, -4.072, 0.415], [0.032, -5.307, 0.796], [0.363, -6.225, -0.190], [0.190, -5.879, -1.520], [-0.302, -4.615, -1.810], [-0.627, -3.728, -0.869], [-1.351, -0.621, 1.497], [-2.516, -0.678, 0.534], [-3.839, -0.639, 0.945], [-4.847, -0.683, -0.007], [-4.506, -0.762, -1.345], [-3.160, -0.772, -1.681], [-2.196, -0.724, -0.768], [1.150, -0.333, 1.378], [1.129, -1.492, 2.717], [1.694, -2.969, 0.203], [2.586, -2.861, 1.669], [4.282, -0.992, 1.997], [5.952, 0.406, 0.777], [5.688, 0.718, -1.684], [3.765, -0.383, -2.825], [-1.975, -2.995, 1.445], [-0.601, -3.427, 2.455], [0.165, -5.539, 1.845], [0.761, -7.195, 0.078], [0.443, -6.559, -2.320], [-0.427, -4.280, -2.835], [-0.840, 0.331, 1.347], [-1.725, -0.648, 2.529], [-4.072, -0.573, 2.001], [-5.885, -0.659, 0.297], [-5.259, -0.801, -2.120], [-2.832, -0.786, -2.713], [0.760, 0.898, -0.346], [0.162, -1.348, -4.955], [0.200, -1.266, -3.797], [0.440, 2.760, 4.498], [0.967, 2.997, 3.090], [-0.336, 3.610, 2.046], [-0.723, 4.922, 2.508], [-1.364, 2.589, 1.974], [0.460, 3.731, 0.477], [-0.505, 4.281, -0.580], [-0.710, 3.335, -1.665], [-1.840, 2.631, -1.905], [-1.714, 1.825, -2.948], [-0.443, 1.987, -3.400], [0.193, 2.905, -2.617], [1.553, 3.300, -2.673], [1.947, 4.150, -1.879], [2.269, 2.733, -3.478], [-3.076, 2.762, -1.087], [1.243, 2.395, 5.137], [-0.361, 2.022, 4.489], [0.053, 3.685, 4.923], [1.328, 2.082, 2.616], [1.758, 3.748, 3.068], [0.756, 2.707, 0.211], [1.337, 4.363, 0.601], [-0.122, 5.212, -0.986], [-1.488, 4.484, -0.156], [-0.038, 1.429, -4.228], [-3.519, 3.755, -1.186], [-2.873, 2.580, -0.030], [-3.794, 2.031, -1.449]],
  "forces_ev_per_a": [[-0.4, 1.1, -1.8], [0.0, 0.0, 0.3], [0.2, 0.0, 0.2], [-0.2, -0.2, 0.2], [0.1, 0.1, -0.1], [0.0, 0.0, 0.0], [0.0, 0.0, 0.0], [0.0, 0.0, 0.0], [0.0, -0.1, 0.4], [0.0, -0.1, 0.0], [0.1, 0.0, 0.1], [0.0, 0.1, 0.2], [-0.1, -0.1, -0.1], [0.0, 0.0, 0.0], [0.0, 0.0, 0.1], [0.0, 0.1, -0.1], [0.2, 0.0, 0.2], [0.0, -0.2, 0.1], [-0.1, 0.2, -0.4], [0.1, 0.0, 0.3], [0.0, 0.0, -0.1], [0.0, 0.0, 0.0], [0.1, 0.1, 0.0], [0.1, -0.2, 0.3], [0.0, -0.1, 0.0], [-0.1, 0.0, 0.0], [0.0, 0.1, 0.1], [0.0, 0.0, 0.0], [0.0, 0.0, 0.0], [0.0, 0.0, 0.0], [0.0, 0.0, 0.0], [0.0, 0.0, 0.0], [0.0, 0.0, 0.0], [0.0, 0.1, 0.0], [0.0, 0.0, 0.0], [0.0, 0.0, 0.0], [0.0, 0.0, 0.0], [0.0, 0.0, 0.0], [0.0, 0.0, 0.0], [0.0, 0.0, 0.0], [0.0, 0.0, 0.0], [0.0, 0.0, 0.0], [0.0, 0.0, 0.0], [0.0, 0.0, 0.0], [0.1, -0.2, 0.2], [0.0, 0.0, 0.0], [0.0, -0.2, 0.1], [0.0, 0.0, 0.0], [0.0, 0.0, 0.0], [-0.1, -0.1, 0.1], [0.0, 0.0, 0.0], [0.0, 0.0, 0.0], [0.0, -0.1, 0.0], [0.0, 0.0, 0.0], [0.0, 0.0, 0.0], [0.0, 0.0, -0.1], [0.0, 0.0, 0.0], [-0.1, -0.1, 0.0], [0.1, 0.1, -0.1], [0.1, -0.3, 0.3], [0.0, 0.1, -0.2], [-0.1, 0.1, 0.0], [0.0, 0.0, 0.0], [0.0, 0.0, 0.0], [0.0, 0.0, 0.0], [0.0, 0.0, 0.0], [0.0, 0.0, 0.0], [0.0, 0.0, 0.0], [0.0, 0.0, 0.0], [0.0, 0.0, 0.0], [0.0, 0.0, 0.0], [0.0, 0.0, 0.0], [0.0, 0.0, 0.0], [0.0, 0.0, 0.0], [0.0, 0.0, 0.0], [0.0, 0.0, 0.0]]
}


Computed energy, in the same sequence as the records: -1781.897577 -2354.541401 -2354.578306 Ha.
Computed relative energy (zero: lowest compared OMol25 entry of this formula, charge and spin), in the same sequence as the records: 0.127 1.695 0.691 eV.